(1)
One molecule with the formula C12H12N4O2 at a distorted geometry. Source: the Open Molecules 2025 dataset; level of theory: the ωB97M-V functional and the def2-TZVPD basis.

The energy above the lowest of the compared OMol25 structures with the same formula, charge and spin is 1.513 eV. The multiplicity is 1. As for the largest force on an atom: 2.7 eV/A. The gap between HOMO and LUMO comes out at 0.30256 Ha. The SMILES is COc1ccc2nc(OC)c3c(C)ncn3c2n1. The energy is -22693.6887 eV.

Positions of all 30 atoms, in Å:
N 0.799 1.642 0.496
N 1.284 -2.920 -0.232
N -2.199 -0.486 -0.261
O 3.026 1.083 0.695
O -4.414 0.166 -0.609
C 1.734 0.712 0.526
C 0.065 -2.414 -0.375
C 1.395 -0.684 0.233
C 2.115 -1.849 0.141
C -3.130 0.479 -0.343
C -0.917 -0.108 -0.032
C -2.821 1.784 -0.066
C -1.504 2.222 0.149
C -0.525 1.249 0.226
N 0.107 -1.067 -0.058
C 3.343 2.467 0.675
C -4.550 -1.172 -1.200
C 3.584 -1.947 0.572
H -0.822 -2.966 -0.643
H -3.603 2.528 -0.051
H -1.252 3.251 0.249
H 2.700 2.980 1.376
H 3.214 2.916 -0.326
H 4.349 2.690 0.969
H -3.963 -1.218 -2.144
H -5.586 -1.412 -1.504
H -4.207 -1.985 -0.516
H 3.678 -1.521 1.555
H 3.869 -2.996 0.629
H 4.229 -1.424 -0.133

Atoms 1-6, force components in eV/Å:
N 1.1 -1.5 -0.1
N 0.4 1.3 0.2
N 1.1 0.5 -0.4
O 0.0 -1.3 -0.1
O -0.1 -1.6 -0.7
C -1.9 1.8 -0.7

Atomic partial charges in e from the Löwdin method, atoms 1 to 4: atom 1 (N): 0.163, atom 2 (N): 0.109, atom 3 (N): 0.196, atom 4 (O): -0.050

=====

(2)
A 5-piece molecular cluster, H9O4S overall. Source: the Open Molecules 2025 dataset; level of theory: the ωB97M-V functional and the def2-TZVPD basis.

Its charge is -1. The energy above the lowest of the compared OMol25 structures with the same formula, charge and spin is 0.567 eV. The multiplicity is 1. As for the largest force on an atom: 0.8 eV/A. The gap between HOMO and LUMO comes out at 0.29279 Ha. The energy is -19173.5428 eV.

Positions of all 14 atoms, in Å:
S -1.166 -1.336 -0.942
H -2.063 -1.155 0.060
H -0.407 -0.847 1.168
H -0.379 0.622 1.030
O 0.002 -0.052 1.604
H 1.482 0.223 -0.302
H 0.432 0.266 -1.349
O 1.391 0.426 -1.249
H -1.703 1.101 -1.182
H -1.094 2.201 -1.967
O -1.879 2.025 -1.458
H 3.157 0.153 1.934
H 1.732 -0.188 2.349
O 2.625 -0.047 2.698

Atoms 1-6, force components in eV/Å:
S -0.6 0.0 0.3
H 0.0 -0.1 -0.4
H 0.6 0.4 0.1
H 0.1 0.3 0.0
O -0.4 -0.6 0.0
H 0.0 0.0 -0.4

Atomic partial charges in e from the Löwdin method, atoms 1 to 4: atom 1 (S): 0.065, atom 2 (H): -0.336, atom 3 (H): -0.054, atom 4 (H): 0.014

=====

(3)
One molecule with the formula C9H10O2S at a distorted geometry. Source: the Open Molecules 2025 dataset; level of theory: the ωB97M-V functional and the def2-TZVPD basis.

The energy above the lowest of the compared OMol25 structures with the same formula, charge and spin is 2.927 eV. The multiplicity is 1. As for the largest force on an atom: 7.3 eV/A. The gap between HOMO and LUMO comes out at 0.30134 Ha. The SMILES is C[C@H]1C=CC=C2C=CS(=O)(=O)[C@@H]21. The energy is -24421.1808 eV.

Positions of all 22 atoms, in Å:
C -2.204 0.977 0.017
C -1.147 1.904 0.096
C 1.439 2.071 -0.057
C -2.087 -0.343 -0.128
C 2.513 1.310 0.035
C 0.143 1.551 0.183
C -0.681 -0.912 -0.211
C 0.293 -0.257 0.570
C -0.719 -2.433 0.110
O 2.763 -1.240 1.044
O 2.275 -0.812 -1.317
S 2.093 -0.433 0.090
H -3.269 1.285 -0.097
H -1.439 3.014 -0.111
H 1.449 3.197 -0.198
H -2.984 -0.894 -0.397
H 3.531 1.514 -0.362
H -0.321 -0.940 -1.264
H 0.419 -0.442 1.562
H 0.236 -2.784 -0.227
H -1.425 -2.830 -0.456
H -0.879 -2.504 1.118

Atoms 1-6, force components in eV/Å:
C -3.3 -1.2 0.0
C 1.3 3.6 -0.8
C -0.4 3.3 0.7
C 1.5 0.9 -0.5
C 0.9 -1.1 -0.8
C -1.0 -5.1 1.5

Atomic partial charges in e from the Löwdin method, atoms 1 to 4: atom 1 (C): -0.127, atom 2 (C): -0.071, atom 3 (C): -0.139, atom 4 (C): -0.021

=====

(4)
One molecule with the formula C5H8N2. Source: the Open Molecules 2025 dataset; level of theory: the ωB97M-V functional and the def2-TZVPD basis.

The energy above the lowest of the compared OMol25 structures with the same formula, charge and spin is 5.146 eV. The multiplicity is 1. As for the largest force on an atom: 1.0 eV/A. The gap between HOMO and LUMO (alpha / beta) comes out at 0.27288 / 0.27294 Ha. The energy is -8289.8504 eV.

Positions of all 15 atoms, in Å:
C 1.263 -0.679 -0.065
C 0.364 0.431 -0.014
C -0.074 0.956 1.341
N -0.473 0.730 -1.125
C -1.539 -0.216 -0.861
C -1.084 -1.504 -0.707
N -0.339 -2.421 -0.593
H 1.792 -0.990 0.832
H 1.549 0.740 -0.204
H 1.606 -1.055 -1.023
H -0.762 1.789 1.189
H -0.574 0.175 1.919
H 0.790 1.305 1.916
H -0.005 0.583 -2.016
H -2.515 0.155 -0.588

Atoms 1-6, force components in eV/Å:
C 0.0 0.1 -0.1
C 0.0 -0.2 0.1
C 0.0 0.0 0.0
N 0.3 0.0 -0.1
C -0.2 -0.1 0.1
C 0.6 -0.5 0.1

Atomic partial charges in e from the Löwdin method, atoms 1 to 4: atom 1 (C): 0.075, atom 2 (C): -0.492, atom 3 (C): -0.031, atom 4 (N): -0.022

=====

(5)
C23H30Cl3N4ORbS3SiTe as an isolated structure. Source: the Open Molecules 2025 dataset; level of theory: the ωB97M-V functional and the def2-TZVPD basis.

Its charge is -2. The energy above the lowest of the compared OMol25 structures with the same formula, charge and spin is 0.424 eV. The multiplicity is 1. As for the largest force on an atom: 0.4 eV/A. The gap between HOMO and LUMO comes out at 0.19129 Ha. The energy is -118251.8561 eV.

Positions of all 67 atoms, in Å:
Rb -0.231 0.242 0.389
C 3.087 -3.219 0.896
C 2.817 -2.106 -0.084
C 3.341 -0.832 0.119
C 3.075 0.207 -0.776
C 3.584 1.600 -0.523
C 2.286 -0.057 -1.890
C 1.749 -1.324 -2.115
C 0.894 -1.560 -3.332
C 2.016 -2.335 -1.200
H 3.823 -2.914 1.640
H 3.461 -4.111 0.388
H 2.172 -3.497 1.425
H 3.939 -0.629 1.003
H 4.331 1.880 -1.270
H 4.030 1.685 0.467
H 2.772 2.326 -0.597
H 2.029 0.751 -2.569
H 0.245 -0.701 -3.514
H 0.282 -2.456 -3.220
H 1.513 -1.680 -4.225
H 1.585 -3.321 -1.351
C -3.094 -2.845 4.166
C -2.133 -2.135 3.248
N -2.421 -1.755 2.054
N -3.667 -2.095 1.631
C -4.138 -1.420 0.607
N -5.311 -1.969 0.108
S -3.568 -0.015 -0.188
C -0.769 -1.858 3.751
C -0.502 -1.900 5.126
C 0.780 -1.650 5.580
C 1.774 -1.364 4.664
C 1.419 -1.335 3.324
N 0.197 -1.585 2.865
H -3.923 -3.225 3.575
H -3.497 -2.157 4.915
H -2.609 -3.663 4.701
H -5.783 -2.581 0.756
H -5.887 -1.316 -0.395
H -1.298 -2.104 5.826
H 0.995 -1.657 6.642
H 2.782 -1.114 4.961
H 2.167 -1.090 2.578
C -2.178 4.847 -1.245
S -2.372 3.143 -0.704
C -3.295 3.495 0.800
O -1.009 2.740 -0.238
H -3.160 5.271 -1.460
H -1.576 4.816 -2.152
H -1.665 5.401 -0.457
H -4.239 3.973 0.535
H -2.687 4.135 1.441
H -3.491 2.535 1.274
Te -0.001 2.597 -3.722
C 0.172 1.958 -5.726
C -0.769 1.363 -6.528
C -0.299 1.017 -7.823
C 1.010 1.344 -8.015
S 1.648 2.100 -6.607
H -1.776 1.176 -6.181
H -0.910 0.536 -8.578
H 1.622 1.192 -8.891
Cl 2.898 3.996 2.652
Si 2.159 1.973 2.971
Cl 1.470 2.234 5.031
Cl 4.137 1.048 3.465

Atoms 1-6, force components in eV/Å:
Rb 0.0 -0.4 0.1
C 0.0 0.0 0.0
C 0.0 0.0 0.0
C -0.1 0.0 0.0
C -0.1 0.0 0.1
C 0.0 0.0 0.0

Atomic partial charges in e from the Löwdin method, atoms 1 to 4: atom 1 (Rb): 0.528, atom 2 (C): -0.059, atom 3 (C): -0.280, atom 4 (C): -0.039

=====

(6)
C10H8MnN2O5Se as an isolated structure at a distorted geometry. Source: the Open Molecules 2025 dataset; level of theory: the ωB97M-V functional and the def2-TZVPD basis.

Its charge is +3. The expectation value of S² is 6.08. The energy above the lowest of the compared OMol25 structures with the same formula, charge and spin is 0.000 eV. The multiplicity is 5. As for the largest force on an atom: 13.7 eV/A. The gap between HOMO and LUMO (alpha / beta) comes out at 0.33568 / 0.19963 Ha. The energy is -120347.7053 eV.

Positions of all 27 atoms, in Å:
O 0.000 3.438 -1.455
C -0.038 2.316 -1.748
Mn -0.035 -1.820 -1.907
O -0.029 -0.919 -4.791
C -0.030 -1.186 -3.644
C -0.037 -3.501 -2.311
O -0.041 -4.698 -2.349
C -1.861 -1.321 -2.039
O -2.977 -1.114 -1.971
C 1.790 -1.320 -2.022
O 2.904 -1.115 -1.966
C 2.478 0.262 1.468
N 1.089 0.684 1.698
C 0.729 1.859 2.302
C -0.607 1.914 2.305
N -1.044 0.758 1.692
C -2.460 0.441 1.459
C -0.001 0.017 1.255
Se -0.052 -1.566 0.255
H 2.995 0.059 2.429
H 3.023 1.065 0.930
H 2.488 -0.651 0.860
H 1.498 2.612 2.684
H -1.314 2.708 2.676
H -2.989 0.257 2.416
H -2.946 1.285 0.935
H -2.533 -0.463 0.836

Atoms 1-6, force components in eV/Å:
O -0.2 -4.6 -1.2
C 0.2 4.5 1.2
Mn 0.0 5.3 -0.4
O 0.0 -1.3 6.7
C 0.0 1.7 -9.0
C 0.0 -13.7 -0.7

Atomic partial charges in e from the Löwdin method, atoms 1 to 4: atom 1 (O): 0.053, atom 2 (C): 0.039, atom 3 (Mn): 0.023, atom 4 (O): 0.292

=====

(7)
An isolated ion of composition C3H7N2S and charge +1 at a distorted geometry. Source: the Open Molecules 2025 dataset; level of theory: the ωB97M-V functional and the def2-TZVPD basis.

Its charge is +1. The energy above the lowest of the compared OMol25 structures with the same formula, charge and spin is 0.950 eV. The multiplicity is 1. As for the largest force on an atom: 1.2 eV/A. The gap between HOMO and LUMO (alpha / beta) comes out at 0.29584 / 0.29582 Ha. The energy is -17032.6206 eV.

Positions of all 13 atoms, in Å:
C -0.049 0.178 0.639
C -0.403 1.455 0.363
C 0.657 -1.946 -0.246
N 0.607 -0.639 -0.266
N -0.281 2.092 -0.808
S -0.247 -2.965 0.768
H -0.224 -0.230 1.618
H -1.100 -2.030 1.217
H -0.815 2.042 1.173
H 1.339 -2.454 -0.913
H 1.133 -0.152 -0.985
H -0.608 3.037 -0.912
H -0.007 1.612 -1.649

Atoms 1-6, force components in eV/Å:
C -0.7 0.6 0.7
C 0.1 -0.3 0.1
C -0.2 0.5 0.1
N 0.4 -0.7 -0.6
N 0.1 0.1 -0.3
S 0.0 -0.1 0.0

Atomic partial charges in e from the Löwdin method, atoms 1 to 4: atom 1 (C): -0.145, atom 2 (C): -0.140, atom 3 (C): -0.447, atom 4 (N): -0.008

=====

(8)
C21H42Cl2NO17S2 as an isolated structure. Source: the Open Molecules 2025 dataset; level of theory: the ωB97M-V functional and the def2-TZVPD basis.

Its charge is -1. The multiplicity is 1. As for the largest force on an atom: 0.4 eV/A. The gap between HOMO and LUMO comes out at 0.30410 Ha. The energy is -105473.6310 eV.

Positions of all 85 atoms, in Å:
C -4.662 -2.270 -0.626
C -3.356 -2.952 -0.224
Cl -2.634 -3.782 -1.650
C -2.339 -2.044 0.501
Cl -3.236 -1.081 1.714
S -1.288 -0.991 -0.575
O -2.207 -0.395 -1.519
O -0.266 -1.882 -1.086
N -0.722 0.004 0.500
S 0.732 0.650 0.340
O 1.028 0.998 -1.035
O 1.754 -0.083 1.059
C 0.472 2.134 1.328
C -0.108 3.368 0.657
O 0.603 3.829 -0.477
H -4.498 -1.213 -0.839
H -5.397 -2.356 0.176
H -5.066 -2.740 -1.521
H -3.543 -3.778 0.462
H -1.638 -2.648 1.073
H -0.240 1.793 2.084
H 1.422 2.351 1.825
H -1.131 3.167 0.330
H -0.155 4.152 1.425
H 1.354 4.355 -0.182
C -1.108 1.658 -4.090
C -1.167 2.592 -2.907
O -1.689 3.899 -3.291
C -2.995 3.998 -3.407
O -3.826 3.147 -3.213
O -3.289 5.256 -3.803
C -4.682 5.500 -3.966
H -0.527 2.102 -4.902
H -0.628 0.734 -3.770
H -2.107 1.416 -4.452
H -0.182 2.812 -2.509
H -1.781 2.177 -2.110
H -5.231 5.237 -3.063
H -5.081 4.920 -4.799
H -4.771 6.563 -4.172
C 2.671 -2.055 -1.744
C 4.147 -1.772 -1.667
O 4.901 -2.991 -1.420
C 5.185 -3.734 -2.473
O 5.031 -3.461 -3.636
O 5.688 -4.898 -2.024
C 6.024 -5.837 -3.042
H 2.332 -2.576 -0.850
H 2.118 -1.118 -1.790
H 2.416 -2.652 -2.620
H 4.380 -1.149 -0.806
H 4.533 -1.300 -2.569
H 6.698 -5.393 -3.773
H 5.126 -6.184 -3.554
H 6.507 -6.663 -2.528
C -1.120 9.563 4.920
C -1.931 8.801 3.897
O -1.392 7.487 3.668
C -1.721 6.568 4.575
O -2.426 6.744 5.538
O -1.133 5.424 4.241
C -1.387 4.329 5.129
H -0.072 9.606 4.620
H -1.497 10.584 5.001
H -1.192 9.091 5.899
H -1.889 9.277 2.919
H -2.972 8.707 4.204
H -2.457 4.200 5.278
H -0.905 4.505 6.090
H -0.959 3.459 4.642
C 3.683 -5.515 0.694
C 2.255 -5.354 1.160
O 1.390 -6.338 0.545
C 1.405 -7.539 1.097
O 2.029 -7.886 2.070
O 0.600 -8.339 0.385
C 0.517 -9.677 0.873
H 3.738 -5.461 -0.392
H 4.296 -4.708 1.095
H 4.095 -6.468 1.028
H 1.837 -4.401 0.845
H 2.166 -5.446 2.242
H 0.240 -9.688 1.925
H 1.472 -10.188 0.753
H -0.247 -10.158 0.269

Atoms 1-6, force components in eV/Å:
C 0.0 0.1 -0.1
C 0.0 0.0 0.1
Cl 0.1 0.0 0.1
C 0.1 -0.2 0.0
Cl 0.0 -0.1 0.0
S 0.1 -0.3 0.0

Atomic partial charges in e from the Löwdin method, atoms 1 to 4: atom 1 (C): -0.168, atom 2 (C): -0.766, atom 3 (Cl): 0.627, atom 4 (C): -0.739

=====

> What is the formula in the third record?

C9H10O2S